No. 1
134
Properties=species:S:1:pos:R:3 method="wB97M-V/def2-TZVPD" total_charge=-1 relative_energy_ev=0.000 e_tot_ev=-109636.3559
H -0.1187 0.7214 -4.6377
O -4.9266 -0.3754 2.2927
C 2.7759 6.7852 10.4563
O 5.6802 0.9105 5.1908
H -4.2089 7.2125 -1.3712
H -3.4140 -1.1296 -0.7858
H -3.5019 0.8847 4.3121
O -1.3918 3.6379 -0.7080
H 1.2864 -13.7921 -5.3200
C -2.6208 -6.6621 -4.6668
H 2.7396 3.6242 4.5234
O 0.4274 -2.0275 -4.2855
H -1.7476 0.5191 -3.9880
C 1.3970 2.2183 -2.9764
O -1.0123 9.6441 -1.4990
C -0.1680 -9.1855 -5.4780
H 2.9045 -0.4268 -0.0769
C -2.9934 0.1320 3.7095
H 1.8072 10.2559 -3.7974
H -0.8378 -6.5480 -2.3691
O -0.4706 -2.7793 -1.6095
H -3.0578 -2.6911 -1.6119
Nb 0.1923 0.6491 -1.9458
O -1.1472 -1.4725 0.4304
C 2.0879 2.8449 4.1284
H 0.7835 -15.3082 -4.5577
H -2.8651 3.9501 -3.1877
C 0.9498 10.3069 -3.1334
O 0.6734 1.3037 -0.0214
H 0.6665 2.8420 -3.5009
O -0.9924 7.5402 -2.3388
H -1.1199 4.0401 -3.4892
C 3.2628 8.6189 11.8037
H 1.4512 4.1180 9.3547
H 1.8321 2.8566 -2.1924
H 1.5209 -14.0324 -3.5763
H 7.0370 2.4193 5.6400
C -0.7140 0.1463 -3.9167
H 4.6875 -0.7230 -2.5468
O -0.3333 -11.7822 -6.0522
C -0.3449 -11.4361 -4.8957
C -8.1386 0.8109 2.8436
O -2.8676 -7.3856 -5.7749
H 2.3142 2.4045 -4.9226
O 4.3981 2.3867 6.3121
H 1.9521 5.5477 8.4342
H 3.5134 3.6016 8.0462
C 6.8062 1.3942 5.9270
H 3.8679 3.5718 9.7791
C 4.5238 1.5153 5.4831
H -2.9505 -1.1286 -2.5006
H -3.6175 -9.1492 -4.9711
N -0.1863 1.4887 0.9836
H -3.0032 -0.6478 1.7166
H 4.9863 -1.2731 -0.8989
H -8.1036 1.7045 2.2229
C -0.2885 -5.7452 -2.8622
C 2.2394 4.8567 9.2257
O 0.4046 8.9855 -3.1269
C -0.8076 -1.3155 -4.3689
H 7.6231 0.7297 5.6628
O 3.2236 7.3551 9.4928
H 6.6077 1.3629 6.9967
H 3.0325 8.9359 12.8162
C -0.5158 -13.6546 -4.1543
C -3.9253 -8.3361 -5.6292
H -0.2583 -8.2348 -4.9653
O -5.6644 1.6903 2.8653
H 0.4317 -2.4067 -3.3916
H 2.3945 0.7761 -4.2677
H -1.9947 6.0807 -1.3858
S -1.0818 -1.5400 -1.0359
C -0.5879 8.7995 -2.2497
N 1.8384 -0.3837 -1.8717
C -2.8119 -1.6297 -1.5442
H 2.3108 2.6843 3.0750
H 1.5842 0.7847 4.5257
C -1.9543 3.3554 -3.3027
H -3.0984 -0.8409 4.1916
O -1.6084 -5.8518 -4.9230
H 4.3400 8.6002 11.6429
H -2.0772 2.6905 -4.1589
H -0.9526 -9.3058 -6.2190
C 2.2484 1.5600 4.9011
H 1.4858 -1.3316 -1.6742
H 1.0527 3.1791 4.1957
H -1.1302 -1.3765 -5.4160
C -3.4124 7.5968 -2.0092
H -2.0631 -4.6039 -3.3212
H -3.4845 8.6833 -2.0428
H -8.1096 1.1113 3.8907
H 3.3757 0.8269 -1.2069
H 3.8120 -2.1173 -1.9077
H 0.8061 -9.2590 -5.9597
C 4.2077 -1.1305 -1.6536
H -4.1145 -8.7087 -6.6319
C -1.1796 -4.9971 -3.8207
H -0.6591 -4.1822 -4.3155
H -3.4883 1.0589 1.8220
O -0.2866 -10.1871 -4.4533
H -3.5521 7.2005 -3.0158
C -2.0750 7.1637 -1.4563
N 3.8631 2.0924 -3.5548
O -0.4538 -12.2513 -3.8420
H -9.0336 0.2306 2.6381
H 2.8096 9.2863 11.0733
O 0.1143 2.3670 1.7298
H -1.8918 7.5895 -0.4705
H -0.4577 3.8663 -0.6959
C 3.5740 4.2128 8.9464
H 4.4132 1.2459 -3.5080
H -1.9338 0.3828 3.6505
O 3.5715 0.9920 4.7313
O 2.7166 7.3020 11.6908
H 3.8779 2.5102 -2.6331
H 2.0693 1.6957 5.9676
O -3.2515 -6.7489 -3.6434
C 2.4824 1.8351 -4.0004
C -3.5504 0.0850 2.3046
H -1.1762 -13.7981 -5.0090
O 2.2372 5.5737 10.4859
H 0.5651 -6.1770 -3.3889
P -1.6462 2.3833 -1.7807
C -5.8411 0.5273 2.5969
H 4.3430 4.9693 8.7940
H 1.2508 10.6024 -2.1302
H -4.8136 -7.8640 -5.2147
C 3.0930 -0.2259 -1.1390
H 0.0687 -5.0488 -2.1049
H 0.2162 11.0205 -3.5068
H -1.5584 -1.8499 -3.7831
C 0.8579 -14.2286 -4.4193
H -0.9729 -14.0988 -3.2721
O -7.0497 -0.0597 2.5390


No. 2
37
Properties=species:S:1:pos:R:3 method="wB97M-V/def2-TZVPD" total_charge=0 smiles="NC(=O)CC[C@H](NC(=O)[C@@H](N)Cc1c[nH]cn1)C(=O)O" relative_energy_ev=2.711 e_tot_ev=-27323.0622
O 2.5133 0.6757 -0.6244
H -0.1037 -2.1086 -0.1342
H 1.2465 -2.7952 1.8161
N 1.0299 -0.4123 0.5921
O -2.3765 -1.6386 0.4127
C -0.9973 2.5421 -1.4548
H 1.5417 0.1271 -2.6222
H -0.8869 4.5865 -1.6233
C 0.2084 -1.6477 3.2758
C 0.8202 -0.3730 -1.9316
C 0.0051 -1.4248 0.6800
H 0.5078 -2.4111 4.0117
H -1.3383 -0.2583 -1.3825
C 1.5233 0.0388 -0.6237
H -0.2284 4.2845 -4.0973
N 0.4432 0.8026 3.0096
N -0.8255 3.7348 -2.0782
H -1.3485 2.5373 -0.4274
H -3.1234 -1.1491 0.7276
C 0.2510 -2.3606 1.8317
C -1.3908 -0.8376 0.7844
C -0.6623 0.0874 -2.2665
O -1.5678 0.3713 1.0858
H 0.7636 1.7035 3.3059
H 1.6086 -0.2211 1.3562
H 1.9152 -2.2467 -1.6625
C -0.6506 1.5967 -2.4092
O 2.0872 -0.3966 3.8526
H -0.1732 0.8470 2.1554
C 0.9760 -0.3382 3.4508
C -0.4055 3.5203 -3.3302
H -1.0078 -0.3166 -3.2070
H -0.8312 -1.5039 3.3600
H 0.2430 -2.3146 -2.0335
N -0.3252 2.2647 -3.6107
H -0.5370 -3.1380 1.9159
N 1.0960 -1.8276 -2.1047


No. 3
15
Properties=species:S:1:pos:R:3 method="wB97M-V/def2-TZVPD" total_charge=0 relative_energy_ev=5.333 e_tot_ev=-12352.2878
H -0.8792 -0.7782 1.5288
H -0.1927 -2.1611 -1.7686
H -4.0522 0.1451 -1.1554
O 3.7068 0.4288 -0.6016
N 0.6636 -1.6391 -0.0059
N 0.6009 -1.5882 -1.2490
H 1.3580 -1.1204 -1.7048
C -0.3169 1.1201 0.9121
O 2.5533 1.4172 1.1660
C -1.1136 0.0845 1.0055
C 3.1653 0.9279 0.3064
C -3.2096 0.2085 -0.4950
H 0.6175 1.0445 1.4217
H -0.5957 1.9743 0.3662
C -2.3056 -0.0639 0.2736


No. 4
68
Properties=species:S:1:pos:R:3 method="wB97M-V/def2-TZVPD" multiplicity=3 total_charge=-2 e_tot_ev=-47314.1329 s_squared=2.02
N -0.0872 -2.7550 -2.2010
C -0.9839 0.0003 2.5861
H -3.2213 2.3244 -1.6863
H 1.7934 1.1501 -0.3836
C -1.9524 0.0329 -2.8597
H -3.4626 1.4300 2.7422
H 2.2823 0.2821 -3.0871
C -0.9497 4.3880 -0.5664
H 0.8843 4.7223 0.6013
N 0.5224 2.7908 -0.3041
C 0.4266 -1.5088 -2.1630
H -0.1980 0.3455 5.8784
H 1.7239 1.9508 1.2056
H 2.2185 -2.3820 1.8359
H 2.6075 2.7358 -0.1347
H -1.5274 5.3055 -0.5866
C 1.0713 -0.6135 4.4229
O -3.1033 -0.2864 -2.8060
C 0.8850 -3.6775 -2.5671
H -0.8882 -0.4167 -4.8017
H 2.9511 -0.2123 1.0023
H -3.5344 1.7261 0.9850
H -1.8124 -2.6953 -0.9800
H -2.1419 -2.7803 -2.7365
H 0.6681 -4.7273 -2.6663
C 0.2320 4.1208 0.0176
H 2.6788 -3.0799 4.2143
H 3.7381 -1.6549 4.4008
N 1.7331 -1.6613 -2.4832
C 3.4463 -0.6400 1.8799
H -2.1750 2.3730 1.9312
H 3.0127 -3.3276 -3.0014
H 1.8487 -0.8490 5.1511
H -3.6928 -0.8365 0.5927
C -2.8599 1.5217 1.8266
Au -0.4021 0.2673 -1.5573
C -0.0824 0.0610 4.8330
H 3.5774 -0.9635 -3.1172
C 0.2200 -0.6795 2.1271
H 4.3686 -1.1344 1.5523
C 2.0311 -3.0000 -2.7326
H -2.3696 3.0495 -3.0834
C 1.7293 2.1265 0.1190
C 2.5319 -1.6416 2.5878
C -1.5189 0.4998 -4.8303
C 2.7052 -0.5921 -2.5684
H -1.5026 -4.2134 -1.8818
I -0.5536 1.0576 -6.4959
C 1.2582 -0.9831 3.1018
C -1.0959 0.3709 3.9206
C -2.0860 0.2390 1.5771
H -3.1302 4.0952 -1.8646
H 3.0404 -0.2736 -1.5673
H -3.6496 -1.0386 2.3631
H -1.5732 0.3354 0.5992
C -2.5810 3.1573 -2.0093
H -2.4602 -1.8884 1.3389
H -1.2728 1.4984 -4.4114
H -2.5656 0.3401 -5.1451
C -3.0291 -0.9583 1.4582
C 3.3156 -2.3667 3.6811
O 0.3913 -0.9697 0.9069
N -1.3597 3.2386 -1.2283
H -1.9908 0.8974 4.2511
C -0.4755 2.2353 -1.0356
C -1.4683 -3.1190 -1.9345
H 3.7214 0.1788 2.5598
H 4.1426 -2.9220 3.2268


Please write out number 4 again, unchanged.
68
Properties=species:S:1:pos:R:3 method="wB97M-V/def2-TZVPD" multiplicity=3 total_charge=-2 e_tot_ev=-47314.1329 s_squared=2.02
N -0.0872 -2.7550 -2.2010
C -0.9839 0.0003 2.5861
H -3.2213 2.3244 -1.6863
H 1.7934 1.1501 -0.3836
C -1.9524 0.0329 -2.8597
H -3.4626 1.4300 2.7422
H 2.2823 0.2821 -3.0871
C -0.9497 4.3880 -0.5664
H 0.8843 4.7223 0.6013
N 0.5224 2.7908 -0.3041
C 0.4266 -1.5088 -2.1630
H -0.1980 0.3455 5.8784
H 1.7239 1.9508 1.2056
H 2.2185 -2.3820 1.8359
H 2.6075 2.7358 -0.1347
H -1.5274 5.3055 -0.5866
C 1.0713 -0.6135 4.4229
O -3.1033 -0.2864 -2.8060
C 0.8850 -3.6775 -2.5671
H -0.8882 -0.4167 -4.8017
H 2.9511 -0.2123 1.0023
H -3.5344 1.7261 0.9850
H -1.8124 -2.6953 -0.9800
H -2.1419 -2.7803 -2.7365
H 0.6681 -4.7273 -2.6663
C 0.2320 4.1208 0.0176
H 2.6788 -3.0799 4.2143
H 3.7381 -1.6549 4.4008
N 1.7331 -1.6613 -2.4832
C 3.4463 -0.6400 1.8799
H -2.1750 2.3730 1.9312
H 3.0127 -3.3276 -3.0014
H 1.8487 -0.8490 5.1511
H -3.6928 -0.8365 0.5927
C -2.8599 1.5217 1.8266
Au -0.4021 0.2673 -1.5573
C -0.0824 0.0610 4.8330
H 3.5774 -0.9635 -3.1172
C 0.2200 -0.6795 2.1271
H 4.3686 -1.1344 1.5523
C 2.0311 -3.0000 -2.7326
H -2.3696 3.0495 -3.0834
C 1.7293 2.1265 0.1190
C 2.5319 -1.6416 2.5878
C -1.5189 0.4998 -4.8303
C 2.7052 -0.5921 -2.5684
H -1.5026 -4.2134 -1.8818
I -0.5536 1.0576 -6.4959
C 1.2582 -0.9831 3.1018
C -1.0959 0.3709 3.9206
C -2.0860 0.2390 1.5771
H -3.1302 4.0952 -1.8646
H 3.0404 -0.2736 -1.5673
H -3.6496 -1.0386 2.3631
H -1.5732 0.3354 0.5992
C -2.5810 3.1573 -2.0093
H -2.4602 -1.8884 1.3389
H -1.2728 1.4984 -4.4114
H -2.5656 0.3401 -5.1451
C -3.0291 -0.9583 1.4582
C 3.3156 -2.3667 3.6811
O 0.3913 -0.9697 0.9069
N -1.3597 3.2386 -1.2283
H -1.9908 0.8974 4.2511
C -0.4755 2.2353 -1.0356
C -1.4683 -3.1190 -1.9345
H 3.7214 0.1788 2.5598
H 4.1426 -2.9220 3.2268